1.
C40H59Br4N3OSSiTm | wB97M-V/def2-TZVPD

```
! RIJCOSX wB97M-V def2-TZVPD def2/J DEFGRID3
* xyz 3 3
Tm -0.28220 0.03811 0.19810
Br -1.55281 3.96629 -4.17981
Br 1.54414 -1.68203 1.15132
Br -2.21810 6.11174 3.33192
Br 0.48100 -0.26732 7.09458
S 3.01638 0.71721 -0.55347
Si 3.74987 -3.96044 2.19078
O 1.48153 1.01070 -0.61395
N -1.89365 1.45083 -0.97791
N -0.88986 -0.08908 2.66599
N -0.42998 2.31672 1.35328
C -0.51049 3.47894 0.69005
C -0.80560 2.31753 2.63929
C 4.88204 -4.01476 4.65564
C -1.32994 3.43058 3.27412
C 2.86108 -5.48882 1.58544
C 1.35064 -5.46609 1.89687
C -0.45713 -1.35700 4.65816
C -0.13340 -0.19481 5.34115
C -0.26757 1.02487 4.69413
C 2.37133 -4.09704 4.67300
C 1.07413 -1.55950 -3.50576
C -1.32814 -0.85876 -3.15415
C -2.23098 3.09103 -2.67453
C -1.45978 4.60719 2.55127
C 4.75264 -2.96345 -0.30570
C 5.13944 -3.24279 1.16011
C 3.53089 -6.67148 2.32793
C 6.24906 -4.32256 1.21029
C 5.14906 1.50052 -2.04505
C 3.59470 -3.46304 3.99432
C 3.01457 -5.70008 0.07212
C -3.93342 2.68338 -1.05682
C -0.81959 -1.25093 3.33348
C 3.71534 1.89946 -1.70614
C -0.19047 -1.52678 -2.69434
C 3.14777 2.84965 1.27997
C -0.29300 -2.29223 -1.53288
C -0.65521 1.03427 3.36597
C 3.57048 1.41157 1.01007
C -3.78853 -0.36120 -3.08738
C -1.50495 -2.39842 -0.83042
C 3.49939 -1.94471 4.23747
C -1.65161 -3.42590 0.26378
C -1.45828 2.13546 -2.04269
C -2.60644 -1.68276 -1.29622
C -2.54518 -0.95376 -2.49153
C 5.68657 -1.93118 1.74252
C -3.49100 3.38221 -2.17025
C -1.01458 4.63990 1.23506
C -3.11430 1.72097 -0.49862
H 4.05362 -5.80481 -0.23731
H -1.65864 3.37733 4.30267
H 3.46021 -6.58982 3.41394
H 3.44596 -1.78888 5.31916
H 5.79432 -3.59168 4.23220
H 4.58400 -6.78936 2.06186
H -0.04717 1.94932 5.20917
H 4.36282 -1.39371 3.87541
H 6.06463 -2.03686 2.75851
H -4.50428 -0.06003 -2.32364
H 0.97761 -2.30210 -4.30005
H 0.88624 -6.30100 1.36550
H 4.58774 -3.86998 -0.88008
H 6.52658 -1.60884 1.12070
H 2.36777 -3.78786 5.72235
H 1.43741 -3.75877 4.22038
H -3.56517 0.48993 -3.73062
H 4.95137 -5.10394 4.59567
H 1.27216 -0.60109 -3.98732
H 3.81654 3.57029 0.81444
H 4.93250 -1.14044 1.72874
H 2.13219 3.03465 0.93497
H -4.90595 2.88211 -0.62711
H -2.63678 -3.38302 0.72704
H 3.17386 3.03026 2.35423
H -4.28199 -1.11315 -3.70762
H 0.52542 -2.94503 -1.25930
H -4.11329 4.13051 -2.64389
H 1.13648 -5.59827 2.95315
H 2.55534 -4.89503 -0.50571
H 2.59970 -1.51794 3.79112
H 4.86119 -3.74648 5.71522
H 3.64381 2.89882 -1.28130
H 5.18434 0.54440 -2.56599
H 3.06171 1.84740 -2.57825
H 0.87273 -4.54549 1.55677
H -1.53313 -4.42183 -0.16659
H 3.86739 -2.33076 -0.38944
H 5.78141 1.43848 -1.15793
H 2.50768 -6.63164 -0.19217
H -0.13649 3.48061 -0.32554
H 7.11225 -3.95328 0.65017
H -3.56568 -1.81026 -0.80362
H 2.39258 -5.18571 4.66106
H -0.46161 1.91202 -2.40673
H -1.07769 -2.14187 2.77725
H -0.41380 -2.32423 5.13827
H 5.94101 -5.26472 0.75412
H -0.88449 -3.32143 1.03110
H 5.58879 -2.43478 -0.77347
H 3.01499 -7.59023 2.03684
H 1.93327 -1.83746 -2.89431
H -3.44478 1.14320 0.35784
H 5.58114 2.25678 -2.69809
H 3.18010 0.71447 1.75267
H 4.65792 1.29676 0.98252
H -1.06346 5.54724 0.64895
H 6.58903 -4.53299 2.22806
H -1.27612 -0.31073 -4.09029
*
```

Summary:
energy above the lowest of the compared OMol25 structures with the same formula, charge and spin	4.3	kcal/mol
<S²>	2.002
DFT total energy	-13867.38672	Ha


2.
C40H59Cl2FN6O4 | wB97M-V/def2-TZVPD

```
! RIJCOSX wB97M-V def2-TZVPD def2/J DEFGRID3
* xyz 0 1
Cl -1.38310 -4.14454 -3.13722
Cl -3.03995 -5.90493 0.02950
F 3.39604 -5.37363 -0.47404
O 0.82759 -4.44682 0.74156
O 2.51665 -1.55136 3.78083
O -0.58585 -6.40562 1.46297
O 3.55984 -7.50063 0.64836
N 7.20889 -4.78239 -2.34165
N -1.43511 7.71963 -0.43697
N -0.67548 9.19812 -6.01354
N 4.56810 -0.22290 2.79998
N -1.84697 -9.35056 -0.11322
N -4.51336 9.86140 3.29134
C 0.74560 -4.19726 3.37159
C -1.70369 -11.51842 -0.58318
C -1.39155 -0.79135 2.76864
C 6.30174 -2.85173 -1.71625
C -2.55005 -3.04426 2.05839
C -2.85838 8.90107 -1.66966
C 8.12320 -3.80329 -2.63167
C -5.42051 11.79206 3.91674
C 2.45764 -5.73215 2.13083
C -1.78174 0.16233 1.48161
C -2.57693 -9.55700 -1.25474
C 0.12298 8.55632 -6.92408
C -1.00734 -5.56376 -1.94565
C -0.38942 -3.08568 3.57372
C -3.59905 10.84050 3.00132
C -0.98777 7.65296 -1.73079
C -1.82017 3.68184 0.69325
C 0.28384 2.74580 -0.91945
C -1.85562 8.37534 -2.51896
C -1.45407 -5.02018 -0.46538
C -2.50207 -10.89497 -1.57168
C 6.09280 -4.21092 -1.78820
C 7.58673 -2.59379 -2.25057
C -0.54176 1.24510 1.18899
C -0.66667 8.16726 -7.98299
C -1.06449 -2.36523 2.29648
C 2.40983 -1.69447 2.29041
C -5.62945 10.43288 3.84479
C -0.31605 -5.33186 0.72507
C 2.74075 -3.18301 1.73212
C -1.98677 8.59469 -7.70394
C -2.57249 8.48304 -0.38925
C 1.55023 -4.32610 1.98670
C -1.96281 9.23091 -6.48304
C 3.63415 -0.70856 1.71207
C -1.31503 -10.54202 0.30650
C 3.13863 -6.20832 0.72068
C -0.72019 2.50027 0.39308
C -4.13552 12.05001 3.38243
C 0.57875 -5.96125 -2.09260
H 4.12430 0.47774 3.43594
H -4.38487 8.87216 3.12246
H -0.32824 7.63434 -8.86207
H 3.29476 -5.52102 2.94758
H -2.97272 -11.37079 -2.42222
H -0.36349 9.58746 -5.13337
H 1.42052 -1.19856 1.86383
H -2.85176 3.29011 1.11499
H 3.77492 -3.52103 2.21436
H 5.60355 -2.12444 -1.32266
H -3.08448 -8.73611 -1.74335
H -0.34062 -0.38383 3.16074
H 0.50234 1.67457 -1.39241
H -3.08043 8.66191 0.54903
H -3.65365 13.01431 3.28545
H 1.81934 -6.62647 2.55343
H 1.22885 -4.99630 -1.95887
H -1.58932 -3.85703 -0.52264
H 0.27004 -5.26115 3.63421
H -1.27210 -3.56898 4.21655
H -2.86068 8.45415 -8.32685
H 0.87057 -6.80793 -1.33781
H 8.06859 -1.62948 -2.34755
H 0.55697 1.04695 1.60115
H -1.98498 -0.49228 0.52607
H 1.55856 -4.03733 4.23407
H -0.29242 3.45104 -1.66043
H -0.70601 -10.59272 1.19919
H -2.89584 -2.90240 0.94036
H -0.99444 7.27578 0.35829
H 5.02785 -1.00445 3.31918
H -2.57755 -4.20238 2.32817
H 1.18156 8.43034 -6.74034
H 7.33738 -5.77163 -2.51053
H -1.44112 -12.56689 -0.52607
H -1.77450 8.51018 -3.58974
H -2.74976 9.70174 -5.90911
H 0.04708 -2.22740 4.27977
H -6.11870 12.51935 4.31033
H -2.14239 -0.73304 3.66418
H 2.90366 -3.08277 0.55379
H -2.69416 0.82519 1.81309
H 5.24839 -4.81887 -1.49229
H -2.07842 4.30295 -0.28634
H 1.98557 -0.70997 4.01143
H 1.25580 3.23751 -0.49141
H -3.31783 -2.42716 2.72239
H -1.72125 -8.45880 0.34786
H 9.07527 -4.05051 -3.08200
H -1.74362 -6.42787 -2.25916
H 3.16746 0.23426 1.19963
H -6.47386 9.82492 4.14071
H 0.71744 -6.36982 -3.20360
H -0.41651 -2.25257 1.33297
H -2.64698 10.59328 2.55100
H -0.09349 7.09739 -1.97943
H 4.19499 -1.32225 0.85556
H -3.69824 9.51869 -1.96064
H -1.44589 4.49533 1.48191
*
```

Summary:
DFT total energy	-3208.80149	Ha
structure (SMILES)	CC(C)=CCC[C@H](C)CC[C@](CC(=O)F)(C[C@@H](O)CN)OC(=O)[C@H](Cl)[C@H](C)Cl.c1cc[nH]c1.c1cc[nH]c1.c1cc[nH]c1.c1cc[nH]c1.c1cc[nH]c1


3.
C40H59CsN5PS | wB97M-V/def2-TZVPD

```
! RIJCOSX wB97M-V def2-TZVPD def2/J DEFGRID3
* xyz 0 1
Cs -0.36521 -0.07870 -0.17889
S -1.01710 -2.45623 1.90088
P 2.85257 0.83961 1.40708
N -2.37719 0.55684 -2.23161
N -2.95939 -1.49296 -0.36010
N 0.80215 -3.11542 -0.59223
N -3.38892 -2.52596 0.43114
N -2.93635 -4.25260 1.79909
C -1.27804 3.49313 -0.03942
C -4.22382 -4.86664 1.53292
C 0.74861 5.86515 -0.44791
C 1.79980 3.37027 2.19361
C -2.54770 -3.05302 1.28885
C 4.85611 -0.50914 3.09757
C 0.05522 3.59934 0.37169
C -3.71587 2.81336 0.36854
C -0.93871 0.75171 4.26349
C -0.23885 2.04353 3.85020
C 2.57388 -0.11150 3.98287
C 1.90748 4.62391 2.80188
C 3.05609 5.02980 3.45451
C -4.61470 0.36111 -3.00965
C -2.24464 2.87725 0.74164
C 2.91866 -1.79509 2.21864
C -5.36563 -1.12311 -0.62497
C 4.05167 2.92722 2.91175
C -0.53582 2.46189 2.42267
C -1.83437 2.33824 1.95551
C -3.92041 -0.86622 -0.94899
C 2.90753 2.49903 2.22853
C -0.63150 3.17345 4.80701
C 4.13809 4.16617 3.52035
C 0.43602 3.08217 1.61306
C 4.48979 -0.44819 -0.43720
C -5.35937 -4.25493 2.34207
C 4.20188 0.95961 0.09601
C 3.37808 -0.41352 2.72065
C -4.04633 3.48041 -0.95702
C -3.03397 1.64001 -4.26372
C 3.55261 1.76373 -1.04254
C -4.57370 3.44080 1.47184
C -3.61344 0.06340 -2.08100
C 5.52236 1.64797 0.44556
C -4.31865 1.14661 -4.11000
C 1.43889 -2.67298 -1.45519
C -2.10683 1.32090 -3.28509
C 1.03230 4.36213 -0.50629
C 1.01380 3.87830 -1.95689
H 6.04183 1.18421 1.28226
H 1.46133 6.41413 -1.06516
H 5.07860 -0.36012 -1.35415
H 2.64777 1.27445 -1.40938
H 6.18243 1.58615 -0.42473
H -5.77076 -1.94761 -1.21810
H -2.75532 2.25408 -5.10786
H -5.44423 -3.19265 2.12129
H -4.42708 -4.76861 0.46815
H -2.56684 1.83911 2.57814
H 3.57696 -0.99303 -0.68471
H -5.97261 -0.23583 -0.80612
H -3.45852 3.08120 -1.77904
H 3.29459 2.77775 -0.72464
H 1.86330 -1.80810 1.92878
H 4.97249 -1.30975 3.83346
H -6.30679 -4.73748 2.09725
H 5.04329 4.45285 4.03939
H -5.60826 -0.04230 -2.88911
H 2.03681 4.20016 -0.10768
H -1.09119 1.69881 -3.35025
H 4.25270 1.84407 -1.87782
H 5.23289 0.40416 3.55923
H -4.32321 4.49837 1.58334
H 0.81906 6.24505 0.56993
H 1.04897 5.28308 2.77097
H -0.80548 -0.05300 3.53982
H -0.10202 4.09792 4.57982
H 0.07981 4.14560 -2.45200
H -3.87259 4.55850 -0.90406
H -2.41361 -4.55516 2.60385
H 4.90589 2.26961 2.96793
H -1.56218 3.92818 -0.98827
H -0.55037 0.41040 5.22487
H -0.25585 6.08045 -0.81780
H 0.83478 1.89947 3.93887
H -2.01260 0.90118 4.38944
H -5.63175 3.36738 1.21911
H 1.50636 -0.12009 3.77916
H 3.49460 -2.14516 1.36411
H -5.45539 -1.41351 0.41793
H -3.98485 1.75157 0.29653
H -5.18552 -4.37107 3.41222
H 5.06879 -1.04796 0.26518
H 2.76984 -0.89249 4.72210
H 0.18271 -3.26296 0.25603
H 3.04738 -2.52365 3.02257
H -5.08525 1.36524 -4.84212
H -1.70349 3.37159 4.73781
H -5.09996 3.33083 -1.19541
H 5.48932 -0.75872 2.24804
H 5.38053 2.70392 0.66981
H 2.84341 0.84932 4.42475
H -4.42435 2.95860 2.43626
H 1.82503 4.33786 -2.52266
H -0.40284 2.89578 5.83721
H 3.10037 6.00640 3.91830
H -4.12393 -5.93143 1.75600
H 1.13223 2.79398 -2.01936
*
```

Summary:
energy above the lowest of the compared OMol25 structures with the same formula, charge and spin	0.0	kcal/mol
DFT total energy	-2593.08339	Ha


4.
C40H60F3N2O3P3Ti | wB97M-V/def2-TZVPD

```
! RIJCOSX wB97M-V def2-TZVPD def2/J DEFGRID3
* xyz 0 3
Ti 0.57875 -0.25281 0.47633
P 0.98545 2.60219 1.04273
P -2.02835 -0.32081 0.25843
P 0.35335 -0.34901 -2.06317
F 0.47355 -9.66801 1.75963
F 0.74785 -9.72831 -0.36767
F 2.45815 -9.64641 0.93183
O 4.09495 -0.64201 2.17773
O 0.61325 -0.34961 2.77623
O 2.33845 -0.10451 0.93283
N -3.44425 0.99099 -1.57217
N -1.42565 1.04229 -3.52917
C 1.48825 2.06849 -2.69187
C -3.29155 0.66309 1.16973
C 3.09075 4.63979 1.09493
C -1.03655 3.45909 -0.66047
C 0.97175 -4.89191 0.61763
C 2.90425 -0.49171 2.00863
C -2.55115 1.79529 -3.67117
C 2.21185 -5.51241 0.82043
C 0.86185 -3.48311 0.55203
C -3.79475 3.46839 -4.87317
C -0.17565 -5.69101 0.48753
C 2.30875 -6.88711 0.86713
C 0.20745 4.00099 0.03673
C 1.97485 -2.21721 3.60123
C -2.68145 2.65749 -4.76157
C 2.95835 0.04399 -2.72727
C -1.27825 0.38639 -2.38147
C -0.15995 5.31569 0.71513
C 0.28615 -1.90221 -3.05957
C -0.07915 -7.06221 0.53453
C -2.94155 -1.99461 0.20253
C -2.28095 0.36459 -1.40477
C -4.80045 3.42599 -3.91597
C 1.16485 -7.66301 0.71583
C 2.38945 0.11979 4.40133
C 3.66915 2.48569 0.05783
C 0.68005 -2.27701 0.49133
C 1.93405 -0.73931 3.21383
C 1.58645 0.60909 -3.11787
C 2.80005 3.14009 1.13243
C -2.35365 -2.81951 -0.93667
C -3.57815 1.75859 -2.68487
C 0.47585 2.86529 2.85083
C -4.70405 2.57209 -2.83457
C 0.89205 4.11639 3.62113
C -4.44235 -1.83541 -0.03627
C 1.33995 0.49799 -4.62107
C -1.02485 2.62279 2.99073
C -2.65395 -2.70701 1.52723
C 1.22325 -9.15561 0.75883
H 1.42125 -2.39211 4.52533
H -1.60535 3.41359 2.52103
H -0.24935 -1.69291 -3.98767
H 2.30695 2.64659 -3.11567
H 0.68885 5.79789 1.18633
H -1.28155 1.66889 2.52743
H 1.64085 0.11129 5.19273
H -1.57755 -2.87261 1.62453
H -3.87805 4.14029 -5.71307
H -0.95805 -7.68391 0.43463
H 0.55885 4.00419 4.65403
H 2.60875 5.18629 1.89733
H 1.55725 -2.82711 2.79893
H -4.96475 -1.49021 0.85173
H -0.54575 5.99249 -0.04747
H 1.30545 -2.22241 -3.27237
H 3.00865 -2.51781 3.75643
H -3.15495 -3.67521 1.54543
H 1.97095 1.21489 -5.14167
H -0.21635 -2.69861 -2.52037
H 2.79055 5.07249 0.14333
H -2.55045 -2.34361 -1.89647
H -1.27805 -2.91971 -0.78987
H 3.09535 -4.90231 0.93803
H -3.37595 0.31159 2.19713
H 3.43895 1.43029 -0.05557
H -1.30505 2.58199 4.04183
H 4.71595 2.55619 0.35003
H -0.02205 -0.94121 3.21033
H -0.94585 5.17069 1.45203
H 0.96395 4.21679 -0.72787
H -0.83705 2.50039 -1.13717
H 3.74815 0.73019 -3.02697
H 3.26605 -7.36231 1.02043
H -4.86935 -2.79831 -0.31647
H 3.55375 2.98819 -0.89907
H -1.84465 3.31639 0.05423
H 0.43755 5.01709 3.22303
H -5.47275 2.53429 -2.07887
H -4.24905 0.59379 0.66233
H 0.96765 2.01759 3.34033
H 4.16755 4.77709 1.19483
H 0.29935 0.72569 -4.83817
H -1.13715 -5.21881 0.35133
H -1.89005 2.69749 -5.49357
H 3.32265 -0.27711 4.78963
H 0.55115 2.49829 -3.03627
H 2.57055 1.14769 4.09743
H 1.53975 2.13199 -1.60227
H -5.65545 4.07819 -4.01157
H 3.02105 -0.10661 -1.64237
H 1.97185 4.23879 3.64193
H 3.14635 -0.91091 -3.21417
H -1.38415 4.15349 -1.42267
H -4.62595 -1.13331 -0.84817
H 1.57385 -0.49071 -5.00287
H -3.00695 -2.13041 2.38313
H -2.80005 -3.81381 -0.94797
H 3.12205 2.73329 2.10063
H -2.98635 1.70549 1.16383
*
```

Summary:
energy above the lowest of the compared OMol25 structures with the same formula, charge and spin	17.1	kcal/mol
<S²>	2.026
DFT total energy	-4068.58856	Ha


Question: What is the formula in the third record?
Answer: C40H59CsN5PS


Question: Which of these has the lowest DFT total energy?
Answer: C40H59Br4N3OSSiTm